Below is C20H21O3Re as an isolated structure in a non-equilibrium geometry, with properties calculated with wB97M-V/def2-TZVPD.

Calculated values
Energy   -29339.822 eV
Energy above the lowest of the compared OMol25 structures with the same formula, charge and spin   0.0 kJ/mol
2S+1   4
HOMO (alpha / beta)   -10.28 / -10.98 eV
Maximum force   7.7 eV/A
⟨S²⟩   3.78
Charge   +1
Gap between HOMO and LUMO (alpha / beta)   5.88 / 5.10 eV

Geometry as XYZ:
```
45
Properties=species:S:1:pos:R:3:mulliken_spin:R:1
C 1.40926 -1.29199 3.00956 -0.114
C 0.02131 -1.73578 3.17820 -0.006
C -0.40969 -2.24643 1.88467 0.183
H -0.47536 -1.88930 4.12262 0.003
C 0.71740 -2.25055 1.01114 -0.011
C 1.81572 -1.65513 1.66864 0.309
H 2.81852 -1.56492 1.27504 0.019
H 2.05957 -0.97961 3.81829 -0.002
H -1.37536 -2.69067 1.68927 0.006
H 0.74620 -2.72358 0.04199 0.004
C -0.67196 2.23081 1.69890 -0.097
C -0.59749 2.12517 3.14547 0.092
C 0.76365 1.78016 3.48694 -0.011
H -1.41826 2.29839 3.83586 0.025
C 1.51856 1.67978 2.24923 0.007
C 0.63521 1.97710 1.16224 0.139
H 0.91495 2.09405 0.12349 0.027
H -1.51140 2.59926 1.12386 -0.002
H 1.14478 1.62196 4.48816 0.005
H 2.57484 1.46462 2.13642 0.009
Re -0.09192 0.25511 2.33559 2.338
O 0.73556 -0.18647 -1.46067 0.009
C -0.71072 -0.60201 -1.66297 -0.003
C 0.47833 -0.97398 -2.53119 0.003
H -0.97461 -1.27316 -0.85756 0.003
H -1.45705 0.00494 -2.21200 0.001
H 0.73267 -2.02454 -2.46839 0.000
H 1.72712 -1.91019 -4.55426 0.000
C 1.45513 -0.86749 -4.75212 0.000
C 0.71951 -0.23518 -3.74811 0.001
C 0.42919 1.14335 -3.74832 -0.001
H -0.02139 1.63695 -2.87819 0.000
C 0.62176 1.83566 -4.93277 0.000
H 0.31844 2.88585 -4.96393 0.000
C 1.20369 1.16590 -6.02519 0.000
H 1.35954 1.72240 -6.94943 0.000
C 1.62962 -0.17670 -5.94189 0.000
H 2.09870 -0.69018 -6.78136 0.000
C -3.28187 -0.60590 3.51120 0.012
O -2.92663 -0.89312 2.09670 0.015
C -2.12051 0.01697 1.43731 0.046
O -2.49196 0.57484 0.41976 0.005
H -4.24922 -0.08730 3.50068 -0.001
H -2.51101 0.01736 4.00343 -0.018
H -3.35282 -1.57644 4.01370 0.003
```

***

Below is C20H22AsN3PdS as an isolated structure, with properties calculated with wB97M-V/def2-TZVPD.

Calculated values
Energy   -100677.829 eV
2S+1   5
HOMO (alpha / beta)   -20.43 / -20.91 eV
Maximum force   0.7 eV/A
⟨S²⟩   6.05
Charge   +4
Gap between HOMO and LUMO (alpha / beta)   8.08 / 5.58 eV

Geometry as XYZ:
```
48
Properties=species:S:1:pos:R:3:mulliken_spin:R:1
Pd -0.02100 -0.40265 0.30106 1.367
C -2.88844 0.50830 3.74404 -0.018
C -2.30385 0.38226 2.48857 0.038
N -1.08219 -0.14033 2.27963 0.045
C -0.37946 -0.54407 3.33908 0.106
C -0.89887 -0.48209 4.65378 0.017
C -2.19493 0.05513 4.84234 0.087
C -0.11255 -0.93851 5.72525 0.261
C 1.19140 -1.43240 5.51025 0.266
C 1.75602 -1.46231 4.21701 0.024
C 3.08074 -1.89159 3.98538 0.080
C 3.57953 -1.82368 2.70228 -0.003
C 2.74832 -1.36086 1.69011 0.020
N 1.47681 -0.97385 1.87876 0.113
C 0.98699 -1.01480 3.12123 0.139
H -3.87149 0.94808 3.83943 0.001
H -2.83396 0.70564 1.60173 0.001
H -2.62273 0.10780 5.83712 0.000
H -0.50226 -0.90612 6.73722 -0.002
H 1.77073 -1.77840 6.35993 -0.005
H 3.68816 -2.25868 4.80508 0.001
H 4.59627 -2.11375 2.47393 0.001
H 3.12581 -1.28134 0.68015 0.000
C 2.59090 -1.03810 -2.19861 0.029
As 0.90325 -1.78071 -1.61756 0.326
C -0.20703 -1.81200 -3.19016 0.045
C 1.15981 -3.59274 -1.00781 0.012
H 2.95185 -1.71475 -2.97933 0.021
H 3.33288 -0.98883 -1.40711 0.003
H 2.43291 -0.04806 -2.62241 0.007
H 0.27943 -2.49730 -3.88939 0.017
H -0.24805 -0.81616 -3.62476 -0.010
H -1.20290 -2.18426 -2.95910 0.003
H 1.02340 -4.24782 -1.87031 0.012
H 0.42976 -3.85506 -0.24443 0.001
H 2.17133 -3.70813 -0.62206 0.002
S -1.86296 1.51071 -1.75599 0.726
C -3.13322 2.13991 -2.69019 -0.079
N -2.85721 2.54620 -3.97982 0.035
C -3.74838 3.11287 -4.78230 0.081
C -5.05339 3.33880 -4.33309 0.122
C -5.38717 2.97133 -3.04375 -0.059
C -4.43127 2.36882 -2.22482 0.159
H -1.90331 2.43171 -4.30992 -0.004
H -3.41158 3.39124 -5.77320 0.003
H -5.76561 3.80477 -5.00101 0.002
H -6.38529 3.15078 -2.66468 -0.001
H -4.67599 2.07964 -1.21336 0.009
```

***

Below is a 2-piece molecular cluster, C20H22BCl2N2 overall in a non-equilibrium geometry, with properties calculated with wB97M-V/def2-TZVPD.

Calculated values
Energy   -49789.704 eV
Energy above the lowest of the compared OMol25 structures with the same formula, charge and spin   104.3 kJ/mol
2S+1   1
HOMO   -10.03 eV
Maximum force   3.3 eV/A
Charge   +1
Gap between HOMO and LUMO   6.08 eV

Geometry as XYZ:
```
47
Properties=species:S:1:pos:R:3:lowdin_charge:R:1
Cl 7.12834 1.81216 6.67148 0.724
C 5.53040 1.56357 7.14998 -0.712
C 5.27135 1.02989 8.41982 -0.102
C 3.96094 0.84875 8.82372 -0.037
C 2.88281 1.28994 8.01638 -0.241
C 1.56006 1.28314 8.59569 -0.084
C 0.45346 1.97938 8.20983 -0.065
C -0.86595 1.57250 8.79563 -0.169
C -2.19160 1.91540 8.13917 -0.232
C -3.23956 2.33487 8.95585 -0.035
C -4.50354 2.62806 8.43125 -0.089
C -4.68767 2.58730 7.04584 -0.695
Cl -6.16514 3.15643 6.39232 0.696
C -3.65201 2.15551 6.21472 -0.094
C -2.41058 1.80354 6.77206 -0.045
C 3.16257 1.72449 6.70751 -0.031
C 4.47547 1.90127 6.28701 -0.093
H 6.09751 0.77102 9.08735 0.111
H 3.73747 0.41663 9.79543 0.110
H 1.47185 0.69819 9.51613 0.115
H 0.45756 2.81139 7.51365 0.117
H -0.94189 1.91794 9.82696 0.116
H -3.04714 2.41894 10.00571 0.106
H -5.30259 2.92240 9.09976 0.107
H -3.82173 2.11445 5.14107 0.106
H -1.61783 1.45102 6.11715 0.110
H 2.32242 1.93139 6.03857 0.114
H 4.71112 2.29722 5.30767 0.105
H -0.77526 0.50516 8.89738 0.091
B -1.87843 -4.24682 9.99405 0.011
H -0.93109 -4.22541 10.73412 0.088
H -2.95008 -3.74889 10.16115 0.084
C -1.57134 -4.31650 8.49223 -0.128
N -1.82153 -5.64055 8.25799 -0.066
C -2.36456 -6.35496 9.38300 0.031
C -1.50512 -5.95753 6.96490 0.018
C -1.06823 -4.79540 6.38034 0.010
N -1.12933 -3.79506 7.33507 -0.052
C -0.77788 -2.40836 7.02938 0.028
H -2.32346 -7.44163 9.32446 0.143
H -1.75210 -5.95910 10.22710 0.095
H -3.38943 -6.02675 9.62304 0.128
H -1.55658 -6.91783 6.48624 0.138
H -0.71172 -4.52498 5.39932 0.138
H -0.38087 -2.37595 6.00671 0.102
H -1.66127 -1.74168 7.04237 0.113
H 0.00740 -2.02223 7.70756 0.113
```

***

Below is a 2-piece molecular cluster, C20H22Br4F3N3O overall in a non-equilibrium geometry, with properties calculated with wB97M-V/def2-TZVPD.

Calculated values
Energy   -315937.034 eV
SMILES string   CCc1ccc2ncc(/C(Br)=C(\C)Br)nc2c1CC[C@](F)(Br)C(F)(F)Br.CN(C)C=O
2S+1   1
HOMO   -9.08 eV
Maximum force   1.5 eV/A
Charge   0
Gap between HOMO and LUMO   8.49 eV

Geometry as XYZ:
```
53
Properties=species:S:1:pos:R:3:lowdin_charge:R:1
C -4.49415 3.11561 3.91678 -0.071
C -3.21312 3.83646 3.43436 -0.196
C -2.85404 3.40400 2.03403 -0.170
C -3.14205 4.32146 0.99251 -0.016
C -2.88524 4.00070 -0.31395 -0.007
C -2.33580 2.75271 -0.66338 -0.208
N -2.11175 2.47543 -1.98200 0.154
C -1.58731 1.30642 -2.20473 -0.073
C -1.29214 0.37169 -1.18739 -0.331
C -0.68602 -0.92488 -1.56418 -0.728
Br -1.83235 -2.39660 -1.81709 0.757
C 0.63386 -0.98639 -1.69384 -0.745
C 1.53675 0.18499 -1.46290 -0.106
Br 1.49509 -2.59743 -2.20408 0.787
N -1.52914 0.60951 0.07079 0.212
C -2.04725 1.83808 0.36567 -0.133
C -2.29907 2.16583 1.72936 -0.094
C -1.99693 1.17529 2.82654 -0.171
C -0.56679 0.60285 2.80350 -0.153
C -0.09467 -0.05166 4.10011 -0.810
F 0.68261 -1.11540 3.73693 -0.059
Br -1.52026 -0.78654 5.18520 0.866
C 0.80453 0.88876 4.95261 -0.933
F 1.55866 1.64643 4.16562 0.062
F 0.06963 1.66543 5.74204 0.031
Br 2.02518 -0.13298 6.11861 0.788
H -4.64322 3.28937 4.97666 0.074
H -5.33217 3.50331 3.34723 0.077
H -4.41815 2.05605 3.69955 0.065
H -3.45471 4.89491 3.40427 0.101
H -2.39187 3.70855 4.13324 0.108
H -3.58560 5.27850 1.21370 0.111
H -3.12505 4.70214 -1.09811 0.113
H -1.37722 1.02990 -3.22948 0.128
H 1.47527 0.52848 -0.43508 0.084
H 2.56278 -0.12536 -1.62638 0.060
H 1.33367 0.99865 -2.15282 0.088
H -2.18672 1.58399 3.80860 0.071
H -2.68183 0.33585 2.70802 0.115
H 0.11984 1.38631 2.49389 0.127
H -0.50012 -0.17020 2.05271 0.107
C 3.98971 -3.75552 -4.61532 -0.376
O 4.17381 -2.68442 -5.15611 0.015
N 4.58214 -4.91007 -4.97779 -0.200
C 4.32152 -6.15930 -4.29187 -0.058
C 5.51151 -4.89221 -6.09467 -0.042
H 3.30273 -3.87113 -3.75871 0.051
H 5.24606 -6.55726 -3.86844 0.089
H 3.90794 -6.89250 -4.98742 0.089
H 3.60788 -5.99930 -3.48641 0.082
H 6.33633 -4.21092 -5.88419 0.092
H 5.00649 -4.54408 -6.99607 0.093
H 5.90073 -5.89350 -6.26008 0.084
```